# 1
A 12-piece molecular cluster, C84H183N15O12 overall at a distorted geometry, computed with ωB97M-V/def2-TZVPD.

XYZ file:
```
294
C84H183N15O12, DFT ωB97M-V/def2-TZVPD
C 17.18 17.84 24.24
C 18.20 17.40 25.30
C 17.41 16.98 26.52
C 18.33 16.30 27.49
C 18.92 15.03 26.96
C 19.73 15.29 25.70
N 18.86 16.11 24.79
O 19.47 16.27 23.55
C 21.15 15.87 25.85
C 19.85 13.91 24.98
C 19.16 18.57 25.58
H 17.64 18.28 23.34
H 16.51 18.60 24.60
H 16.57 16.96 23.99
H 17.01 17.88 27.04
H 16.56 16.38 26.21
H 17.86 15.96 28.42
H 19.14 16.93 27.85
H 18.12 14.26 26.76
H 19.54 14.57 27.73
H 21.21 16.81 26.40
H 21.78 15.19 26.40
H 21.58 16.05 24.87
H 20.47 13.95 24.08
H 20.32 13.21 25.70
H 18.86 13.56 24.68
H 19.99 18.29 26.25
H 18.59 19.40 25.99
H 19.61 18.87 24.63
H 18.88 15.81 22.96
C 13.83 15.31 23.86
C 14.46 13.94 23.64
C 15.49 13.68 24.72
C 16.12 12.31 24.62
C 15.02 11.28 24.76
C 13.80 11.49 23.85
N 13.38 12.93 23.84
O 12.42 13.09 22.84
C 14.07 10.88 22.43
C 12.69 10.76 24.59
C 15.05 14.01 22.21
H 14.61 16.10 23.91
H 13.20 15.37 24.73
H 13.16 15.50 23.04
H 16.25 14.48 24.59
H 15.06 13.81 25.73
H 16.87 12.15 25.41
H 16.59 12.23 23.64
H 14.69 11.33 25.81
H 15.37 10.24 24.65
H 15.06 11.05 22.01
H 13.91 9.78 22.43
H 13.34 11.34 21.76
H 12.99 9.71 24.63
H 12.57 11.19 25.58
H 11.76 10.76 24.00
H 15.60 13.12 21.97
H 15.77 14.82 22.27
H 14.27 14.17 21.49
H 11.61 13.34 23.28
C 11.71 17.69 15.43
C 12.87 16.90 16.07
C 14.21 17.61 15.79
C 15.34 17.02 16.59
C 14.98 17.17 18.07
C 13.71 16.45 18.54
N 12.61 16.96 17.60
O 11.41 16.16 17.89
C 13.87 14.91 18.47
C 13.47 16.84 20.01
C 12.86 15.48 15.56
H 10.78 17.17 15.60
H 11.97 17.89 14.36
H 11.66 18.70 15.87
H 14.28 17.46 14.73
H 14.06 18.67 16.08
H 16.29 17.55 16.41
H 15.49 15.98 16.31
H 14.88 18.21 18.37
H 15.76 16.83 18.77
H 14.59 14.61 17.68
H 14.39 14.60 19.40
H 12.93 14.38 18.36
H 13.20 17.90 20.10
H 12.70 16.21 20.46
H 14.40 16.70 20.57
H 12.03 14.89 15.97
H 13.73 14.87 15.69
H 12.70 15.49 14.49
H 10.88 16.81 18.34
C 18.19 17.49 13.11
C 18.83 18.92 12.92
C 17.75 20.00 13.17
C 17.34 20.16 14.58
C 18.52 20.50 15.41
C 19.72 19.53 15.23
N 19.94 19.35 13.78
O 20.97 18.36 13.68
C 20.95 20.26 15.78
C 19.54 18.24 16.06
C 19.36 19.07 11.48
H 18.26 16.83 12.26
H 17.15 17.55 13.38
H 18.71 16.94 13.89
H 18.26 20.92 12.87
H 16.91 19.86 12.48
H 16.92 19.23 14.94
H 16.56 20.93 14.72
H 18.25 20.56 16.47
H 18.85 21.51 15.07
H 21.24 21.09 15.15
H 20.75 20.71 16.74
H 21.80 19.55 15.79
H 18.49 17.90 16.02
H 20.25 17.49 15.72
H 19.68 18.47 17.12
H 19.75 20.07 11.26
H 18.48 18.96 10.87
H 20.06 18.30 11.17
H 21.70 18.85 13.26
C 21.97 15.63 10.50
C 22.43 14.49 11.44
C 24.03 14.53 11.44
C 24.55 13.67 12.57
C 24.14 14.20 13.90
C 22.58 14.30 14.06
N 22.04 14.93 12.83
O 20.61 15.05 13.01
C 21.93 12.96 14.35
C 22.18 15.23 15.20
C 21.77 13.20 10.95
H 22.60 15.66 9.62
H 22.11 16.51 11.09
H 20.93 15.55 10.23
H 24.47 14.14 10.51
H 24.41 15.55 11.55
H 25.64 13.58 12.64
H 24.22 12.63 12.40
H 24.63 15.16 14.07
H 24.58 13.48 14.61
H 20.85 12.95 14.15
H 22.38 12.18 13.73
H 22.22 12.64 15.33
H 22.69 15.00 16.13
H 22.62 16.18 14.93
H 21.11 15.39 15.26
H 22.08 12.27 11.49
H 22.04 13.10 9.90
H 20.68 13.36 10.88
H 20.40 15.99 12.88
C 22.22 9.58 21.34
C 20.84 9.52 22.04
C 20.41 10.92 22.30
C 18.94 11.05 22.69
C 18.14 10.40 21.54
C 18.46 8.93 21.26
N 19.93 8.92 20.99
O 20.42 7.62 20.71
C 17.95 7.97 22.39
C 17.71 8.63 19.99
C 20.94 8.74 23.28
H 22.15 9.72 20.27
H 22.76 8.67 21.54
H 22.78 10.42 21.74
H 21.03 11.36 23.08
H 20.51 11.50 21.37
H 18.68 12.12 22.66
H 18.71 10.63 23.66
H 18.36 10.96 20.66
H 17.08 10.45 21.83
H 17.08 7.32 22.12
H 18.77 7.28 22.61
H 17.63 8.44 23.34
H 18.06 9.25 19.16
H 17.98 7.59 19.75
H 16.63 8.75 20.09
H 21.15 7.73 23.00
H 20.09 8.85 23.97
H 21.82 9.06 23.81
H 20.84 7.71 19.82
C 10.44 9.27 16.48
C 11.71 10.03 16.02
C 12.01 11.15 17.01
C 13.46 11.53 17.08
C 14.39 10.40 17.20
C 14.25 9.36 16.12
N 12.82 8.96 16.13
O 12.69 7.99 15.08
C 14.78 9.90 14.76
C 15.08 8.15 16.50
C 11.44 10.50 14.52
H 10.23 8.52 15.70
H 9.58 9.91 16.66
H 10.66 8.72 17.42
H 11.35 11.99 16.68
H 11.76 10.76 18.03
H 13.60 12.27 17.84
H 13.77 12.09 16.20
H 14.14 9.98 18.18
H 15.45 10.72 17.27
H 14.33 9.35 13.93
H 14.61 10.94 14.58
H 15.87 9.76 14.67
H 16.09 8.42 16.79
H 14.68 7.67 17.40
H 15.18 7.38 15.73
H 10.41 10.87 14.50
H 11.46 9.61 13.86
H 12.24 11.17 14.19
H 12.52 7.13 15.51
C 25.65 19.99 17.18
C 25.75 18.57 17.79
C 26.94 17.98 17.11
C 27.44 16.64 17.75
C 27.61 16.82 19.26
C 26.38 17.35 19.98
N 25.97 18.62 19.20
O 24.81 19.17 19.90
C 25.31 16.28 20.11
C 26.83 17.86 21.36
C 24.45 17.71 17.44
H 25.53 19.91 16.10
H 26.59 20.51 17.44
H 24.82 20.54 17.61
H 26.81 17.85 16.05
H 27.79 18.65 17.29
H 28.36 16.29 17.26
H 26.65 15.89 17.55
H 28.39 17.57 19.32
H 28.01 15.92 19.79
H 25.49 15.70 21.04
H 24.33 16.71 20.20
H 25.28 15.58 19.25
H 27.31 17.05 21.91
H 27.53 18.69 21.17
H 26.03 18.28 21.94
H 23.71 18.03 18.13
H 24.58 16.64 17.61
H 24.10 17.87 16.43
H 25.20 19.91 20.39
C 21.07 15.75 18.99
C 20.79 14.34 19.59
C 20.05 14.48 20.96
C 18.57 14.85 20.90
C 17.86 13.96 19.94
C 18.48 13.91 18.54
N 19.89 13.45 18.69
O 20.50 13.21 17.43
C 17.82 12.74 17.80
C 18.30 15.14 17.60
C 22.14 13.57 19.86
H 20.32 16.42 19.37
H 20.98 15.74 17.90
H 22.03 16.15 19.29
H 20.15 13.61 21.60
H 20.56 15.31 21.51
H 18.47 15.90 20.66
H 18.12 14.70 21.90
H 16.82 14.28 19.86
H 17.91 12.94 20.30
H 16.74 12.90 17.90
H 18.07 12.66 16.73
H 18.09 11.78 18.29
H 18.83 16.04 17.97
H 18.72 14.89 16.63
H 17.23 15.27 17.55
H 22.85 14.16 20.48
H 22.66 13.33 18.92
H 21.97 12.63 20.38
H 20.64 14.10 17.07
C 16.25 20.33 21.23
O 15.36 20.20 22.06
N 16.90 19.20 20.60
N 16.75 21.61 20.82
H 17.79 19.23 20.14
H 16.59 18.33 20.99
H 16.50 22.45 21.34
H 17.65 21.57 20.39
C 20.91 9.25 17.64
O 20.97 8.07 18.01
N 20.52 10.31 18.44
N 21.40 9.63 16.22
H 20.22 10.10 19.41
H 20.17 11.11 17.97
H 21.74 8.92 15.60
H 21.24 10.53 15.80
C 20.55 18.82 20.17
O 19.62 19.13 19.44
N 20.48 18.23 21.41
N 21.88 18.90 19.68
H 21.35 17.89 21.80
H 19.64 17.79 21.75
H 22.63 19.00 20.35
H 21.95 19.52 18.86
```

**Orbital gap**: 0.3098 Ha
**E_HOMO**: -8.37 eV
**Electronic energy**: -136991.42414 eV
**Relative energy (zero: lowest compared OMol25 entry of this formula, charge and spin)**: 0.000 eV
**Structure (SMILES)**: CC1(C)CCCC(C)(C)N1O.CC1(C)CCCC(C)(C)N1O.CC1(C)CCCC(C)(C)N1O.CC1(C)CCCC(C)(C)N1O.CC1(C)CCCC(C)(C)N1O.CC1(C)CCCC(C)(C)N1O.CC1(C)CCCC(C)(C)N1O.CC1(C)CCCC(C)(C)N1O.CC1(C)CCCC(C)(C)N1O.NC(N)=O.NC(N)=O.NC(N)=O



# 2
CH5ClHfO4 as an isolated structure at a distorted geometry, computed with ωB97M-V/def2-TZVPD.

XYZ file:
```
12
CH5ClHfO4, DFT ωB97M-V/def2-TZVPD
Hf -0.30 -0.51 0.90
C -0.56 -0.80 -2.29
H 0.31 -0.91 -1.33
H -0.59 -1.73 -2.80
H -0.02 -0.19 -2.95
H -1.56 -0.49 -2.58
H -1.98 -0.39 -1.55
O 2.59 1.90 3.29
Cl 1.16 1.76 3.37
O 0.49 2.88 2.72
O 1.08 0.57 1.54
O -0.63 -2.09 1.68
```

**Orbital gap (alpha / beta)**: 0.1787 / 0.1787 Ha
**Total charge**: +2
**E_HOMO (alpha / beta)**: -18.01 / -18.01 eV
**Electronic energy**: -23103.98570 eV



# 3
A 2-piece molecular cluster, C22H30ClN5O4S2 overall at a distorted geometry, computed with ωB97M-V/def2-TZVPD.

XYZ file:
```
64
C22H30ClN5O4S2, DFT ωB97M-V/def2-TZVPD
O -6.17 1.74 -1.39
O 0.19 -4.48 5.48
O -2.15 5.42 -2.38
Cl -0.13 1.46 1.69
N -0.94 -1.02 2.19
N 0.44 -2.93 2.19
O -1.72 -3.30 5.87
S -2.17 -3.29 2.78
S -0.19 1.26 -1.78
C -5.28 2.32 -1.99
C -0.91 -4.11 5.13
C -3.04 4.72 -1.90
C -0.75 -2.33 2.35
C 0.10 -0.26 1.87
C 1.46 -2.16 1.86
C 1.34 -0.81 1.69
C 4.24 -1.92 -1.50
C 3.30 -2.30 -0.55
C 5.57 -1.73 -1.11
C 3.65 -2.47 0.80
C 5.96 -1.93 0.22
C 5.00 -2.32 1.19
N 2.65 -2.82 1.71
N -4.15 5.26 -1.38
N -4.07 2.42 -1.43
C 0.17 -0.51 -1.66
C -5.57 2.90 -3.36
C -1.45 -4.63 3.81
C 7.41 -1.71 0.59
C 5.43 -2.54 2.63
C -4.46 6.69 -1.37
C -1.64 1.21 -2.86
C -2.23 2.60 -3.12
C -2.88 3.19 -1.85
H -2.52 -3.11 5.36
H 2.19 -0.20 1.43
H 3.95 -1.78 -2.53
H 2.27 -2.47 -0.85
H 6.30 -1.43 -1.86
H 2.58 -3.80 1.97
H -4.82 4.63 -0.97
H -4.00 1.94 -0.54
H -0.66 -1.02 -1.17
H 1.07 -0.64 -1.07
H 0.32 -0.92 -2.66
H -6.65 3.01 -3.46
H -5.11 3.87 -3.49
H -5.22 2.21 -4.12
H -0.63 -5.12 3.27
H -2.21 -5.39 4.02
H 7.88 -2.67 0.84
H 7.50 -1.04 1.45
H 7.97 -1.27 -0.24
H 6.32 -3.17 2.67
H 5.66 -1.58 3.10
H 4.65 -3.03 3.22
H -5.47 6.86 -1.01
H -3.75 7.21 -0.73
H -4.37 7.09 -2.38
H -2.40 0.56 -2.42
H -1.34 0.78 -3.81
H -1.41 3.24 -3.45
H -2.95 2.54 -3.93
H -2.15 3.06 -1.05
```

**Orbital gap**: 0.3278 Ha
**E_HOMO**: -8.59 eV
**Electronic energy**: -73136.26216 eV
**Structure (SMILES)**: Cc1cccc(Nc2cc(Cl)nc(SCC(=O)O)n2)c1C.CNC(=O)[C@H](CCSC)NC(C)=O



# 4
A 2-piece molecular cluster, C16H17N overall at a distorted geometry, computed with ωB97M-V/def2-TZVPD.

XYZ file:
```
34
C16H17N, DFT ωB97M-V/def2-TZVPD
C 0.05 -0.61 -3.69
C 1.96 1.69 -1.33
C 1.26 0.48 -1.44
C 0.81 0.42 -2.83
C 1.26 1.59 -3.42
C 2.73 2.04 -0.20
C 2.78 1.12 0.84
C 1.33 -0.40 -0.33
C 2.13 -0.10 0.73
N 1.94 2.41 -2.52
H 2.78 2.90 -2.74
H 3.20 2.99 0.04
H 0.95 1.71 -4.45
H 3.54 1.18 1.63
H 0.69 -1.26 -0.44
H 0.79 -1.23 -4.15
H -0.64 0.01 -4.31
H 2.34 -0.96 1.38
H -0.61 -1.08 -2.97
C -0.74 0.92 2.01
C -3.11 -2.64 1.85
C -3.53 -1.40 1.38
C -1.91 -2.65 2.52
C -2.74 -0.26 1.38
C -1.14 -1.51 2.75
C -1.45 -0.36 2.02
H -3.68 -3.53 1.64
H -4.48 -1.29 0.87
H -1.49 -3.56 2.96
H -3.04 0.76 1.13
H -0.28 -1.37 3.34
H -1.33 1.76 2.39
H -0.32 1.25 1.05
H -0.05 0.96 2.89
```

**Orbital gap**: 0.3235 Ha
**E_HOMO**: -7.91 eV
**Electronic energy**: -18356.43372 eV
**Relative energy (zero: lowest compared OMol25 entry of this formula, charge and spin)**: 1.908 eV
**Structure (SMILES)**: Cc1c[nH]c2ccccc12.Cc1ccccc1



# 5
C3H9N2 as an isolated structure at a distorted geometry, computed with ωB97M-V/def2-TZVPD.

XYZ file:
```
14
C3H9N2, DFT ωB97M-V/def2-TZVPD
C -2.22 -0.81 -0.97
N -1.03 -1.37 -0.92
H -2.95 -0.53 -1.72
H -2.52 -0.63 0.07
H -0.08 -0.51 -0.55
H -1.05 -2.35 -1.24
C 1.04 1.93 1.21
C 1.16 0.61 1.05
N 1.09 -0.13 -0.15
H 0.64 2.53 0.39
H 1.39 2.41 2.09
H 1.22 -0.04 1.93
H 1.56 0.06 -1.04
H 1.37 -1.11 -0.10
```

**Orbital gap**: 0.3019 Ha
**Total charge**: +1
**E_HOMO**: -13.75 eV
**Electronic energy**: -6226.37978 eV
**Relative energy (zero: lowest compared OMol25 entry of this formula, charge and spin)**: 4.669 eV



# 6
A 2-piece molecular cluster, C14H9F3N5O5S overall at a distorted geometry, computed with ωB97M-V/def2-TZVPD.

XYZ file:
```
37
C14H9F3N5O5S, DFT ωB97M-V/def2-TZVPD
F 0.56 0.90 -4.50
C 0.29 1.40 -3.28
F 0.84 2.64 -3.19
F -1.06 1.52 -3.15
S 0.93 0.24 -1.96
C 0.47 0.95 -0.43
C 1.33 0.84 0.71
C 1.32 1.87 1.69
C 2.10 1.76 2.82
C 2.84 0.60 3.07
C 3.61 0.48 4.28
N 4.23 0.41 5.27
C 2.88 -0.41 2.10
C 2.14 -0.30 0.92
O 0.18 -0.98 -2.17
O 2.36 0.28 -2.12
H -0.15 1.86 -0.53
H 0.69 2.75 1.52
H 2.16 2.58 3.55
H 3.50 -1.29 2.27
H 2.18 -1.11 0.19
C -0.94 -3.75 0.54
O -1.91 -3.43 -0.50
C -2.17 -2.12 -0.58
N -3.07 -1.74 -1.49
C -3.29 -0.45 -1.55
N -3.98 0.25 -2.53
O -3.70 1.58 -2.29
N -2.79 1.71 -1.13
O -2.35 2.81 -0.84
C -2.62 0.45 -0.65
C -1.69 -0.03 0.28
N -1.52 -1.35 0.31
H -0.93 -4.84 0.57
H 0.05 -3.35 0.27
H -1.25 -3.33 1.51
H -1.26 0.62 1.03
```

**Orbital gap**: 0.2209 Ha
**Total charge**: -1
**E_HOMO**: -4.41 eV
**Electronic energy**: -51335.34519 eV